(1)
DFT (ωB97M-V/def2-TZVPD) results for one molecule with the formula C3H7NO2 in a non-equilibrium geometry.

Output
ΔE to the lowest compared entry with this formula, charge and spin ... 178.9 kcal/mol
E_HOMO (alpha / beta) ... -0.3243 / -0.2951 hartree
Total charge ... 0
SMILES string ... C/C=[N+](/[O-])OC
M ... 89.1 g/mol
Frontier orbital gap (alpha / beta) ... 8.93 / 7.54 eV
LUMO energy (alpha / beta) ... 0.1 / -0.5 eV

XYZ file:
```
13
Properties=species:S:1:pos:R:3:forces:R:3:lowdin_charge:R:1
O 2.165 -0.128 -0.914 -2.341 -0.119 -0.056 -0.016
O 0.700 0.396 0.651 -1.464 -0.427 -0.072 -0.148
N 0.964 -0.118 -0.610 0.871 0.851 -2.182 -0.207
C -0.370 -0.105 -1.797 2.654 -1.141 2.628 0.051
C -1.556 -0.749 -1.051 0.481 2.458 -0.095 -0.157
C 1.671 1.269 1.288 1.193 -4.527 0.533 -0.016
H 1.773 0.856 2.338 -0.392 0.857 -1.075 0.115
H 2.614 1.020 0.800 0.094 0.880 0.015 0.076
H 0.170 -0.644 -2.628 -0.760 0.434 0.839 0.064
H -2.492 -0.148 -1.224 0.781 -0.846 -0.173 0.083
H -1.319 -0.562 0.001 -0.275 -0.242 -0.062 0.052
H 1.284 2.210 1.205 -0.494 2.622 -0.045 0.056
H -1.661 -1.794 -1.217 -0.349 -0.799 -0.256 0.046
```
Positions in Å, forces in eV/Å.

***

(2)
DFT (ωB97M-V/def2-TZVPD) results for a 3-piece molecular cluster, C2H10O2S overall in a non-equilibrium geometry.

Output
ΔE to the lowest compared entry with this formula, charge and spin ... 0.9 kcal/mol
E_HOMO (alpha / beta) ... -0.5602 / -0.5600 hartree
2S+1 ... 2
Total charge ... +1
<S²> ... 0.75
M ... 98.2 g/mol
Frontier orbital gap (alpha / beta) ... 11.61 / 6.29 eV
LUMO energy (alpha / beta) ... -3.6 / -9.0 eV

XYZ file:
```
15
Properties=species:S:1:pos:R:3:forces:R:3:lowdin_spin:R:1
S -0.958 1.361 1.136 0.037 -0.162 -0.341 0.798
O -0.524 -0.052 -2.040 0.085 0.685 0.180 0.000
O 1.920 1.360 -1.528 -0.569 0.016 -0.175 0.001
C -0.170 -0.179 1.538 2.105 0.943 1.625 0.091
C -0.989 -1.421 1.285 0.710 -0.172 -1.383 0.052
H 0.030 -0.010 2.614 -0.251 -0.365 -0.279 0.001
H 2.589 0.717 -1.789 0.045 0.112 0.211 0.000
H -0.761 -0.184 -2.965 -0.237 -0.174 0.021 0.000
H -0.808 1.308 -0.205 -0.149 -0.095 -0.283 0.029
H 2.111 1.669 -0.643 0.543 0.028 0.047 0.001
H -0.261 -2.243 1.447 -0.873 0.215 0.145 0.005
H 0.039 0.743 -2.075 0.270 -0.478 -0.072 0.000
H -1.870 -1.436 1.906 -0.151 -0.357 0.130 0.000
H -1.227 -1.396 0.210 -0.251 -0.430 0.379 0.000
H 0.878 -0.237 1.110 -1.313 0.234 -0.203 0.020
```
Positions in Å, forces in eV/Å.

***

(3)
DFT (ωB97M-V/def2-TZVPD) results for one molecule with the formula C4H4Cl2NP in a non-equilibrium geometry.

Output
ΔE to the lowest compared entry with this formula, charge and spin ... 49.3 kcal/mol
E_HOMO ... -0.2940 hartree
Total charge ... 0
M ... 168.0 g/mol
Frontier orbital gap ... 8.31 eV
LUMO energy ... 0.3 eV

XYZ file:
```
12
Properties=species:S:1:pos:R:3:forces:R:3:lowdin_charge:R:1
Cl -0.490 -2.339 2.178 -0.103 -0.522 0.292 0.327
Cl -1.613 0.480 2.630 0.108 0.038 0.034 0.250
P -0.460 -0.566 1.292 0.314 0.521 -1.537 0.029
N 1.468 0.612 0.044 0.274 0.096 0.282 -0.108
C 1.179 -0.016 1.171 -0.107 -0.019 0.816 -0.272
C -1.088 -0.598 -0.304 -0.305 -0.455 0.926 -0.301
C -0.467 0.187 -1.265 0.420 0.194 0.052 -0.172
C 0.739 0.813 -1.084 -0.382 0.072 -0.722 -0.161
H -0.931 0.258 -2.239 -0.015 0.084 -0.043 0.106
H 1.202 1.396 -1.861 0.087 0.033 -0.023 0.107
H 2.428 0.945 -0.008 -0.128 -0.035 -0.043 0.133
H -1.967 -1.170 -0.553 -0.163 -0.007 -0.033 0.062
```
Positions in Å, forces in eV/Å.

***

(4)
DFT (ωB97M-V/def2-TZVPD) results for one molecule with the formula C4H5N in a non-equilibrium geometry.

Output
ΔE to the lowest compared entry with this formula, charge and spin ... 69.8 kcal/mol
E_HOMO ... -0.3241 hartree
Total charge ... 0
SMILES string ... [H]/N=C/C=C=C
M ... 67.1 g/mol
Frontier orbital gap ... 9.56 eV
LUMO energy ... 0.7 eV

XYZ file:
```
10
Properties=species:S:1:pos:R:3:forces:R:3:lowdin_charge:R:1
N 0.298 -1.300 -0.931 -0.377 -0.384 0.118 0.078
C 0.059 0.930 0.356 -0.288 -0.360 -0.388 -0.129
C -0.866 0.052 0.640 0.093 0.094 -0.134 -0.103
C -0.679 -1.197 -0.120 0.184 -0.293 0.086 -0.257
C 1.191 1.476 0.048 -1.016 1.523 0.398 0.028
H -1.471 -1.941 0.011 0.191 -0.157 -0.030 0.104
H 0.304 -2.195 -1.407 -0.132 -0.161 0.019 0.043
H -1.711 0.256 1.279 -0.337 0.017 -0.410 0.094
H 1.403 2.010 -0.870 -0.070 -0.084 -0.004 0.069
H 1.472 1.909 0.994 1.752 -0.195 0.344 0.072
```
Positions in Å, forces in eV/Å.

***

no.,energy (a.u.)
1,-323.4959
2,-630.5222
3,-1471.2615
4,-210.0525